No. 1
Here is an isolated ion of composition C7H14NOS and charge +1 at a distorted geometry from the Open Molecules 2025 dataset. Energies are from the ωB97M-V functional and the def2-TZVPD basis.

Last column: Mulliken charge in e.
Cartesian coordinates (Å):
S1 1.878 -1.356 -1.482  0.1041
O1 0.212 2.116 0.970  -0.6832
N1 2.223 0.896 0.375  -0.2841
C1 0.515 -0.485 -0.706  0.3872
C2 1.102 -0.013 0.635  -0.4727
C3 0.073 0.986 1.337  0.4417
C4 0.112 0.857 -1.549  -1.0174
C5 -0.743 -1.462 -0.509  -0.0927
C6 -1.955 -1.091 -0.231  -1.2348
C7 -0.968 0.507 2.323  -1.3031
H1 -1.752 1.373 2.301  0.2762
H2 -0.555 0.406 3.318  0.3593
H3 2.555 0.742 -0.643  0.3416
H4 1.804 2.010 0.482  0.4456
H5 2.993 0.690 0.980  0.2980
H6 -2.187 0.021 -0.312  0.1438
H7 -1.347 -0.430 2.055  0.3846
H8 0.050 0.591 -2.604  0.4602
H9 -0.939 1.071 -1.277  0.2397
H10 -2.725 -1.697 -0.040  0.4057
H11 1.280 -0.772 1.299  0.7095
H12 1.386 -1.593 -2.767  0.3021
H13 0.754 1.696 -1.457  0.3649
H14 -0.585 -2.486 -0.545  0.4237

Computed properties:
**E**: -21844.6692 eV
**Net charge**: +1
**2S+1**: 3
**Orbital gap (spin up / spin down)**: 0.1633 / 0.1457 Eh

***

No. 2
Here is a 16-piece molecular cluster, C25H21BCl60NO4 overall at a distorted geometry from the Open Molecules 2025 dataset. Energies are from the ωB97M-V functional and the def2-TZVPD basis.

Last column: Mulliken charge in e.
Cartesian coordinates (Å):
Cl1 -2.823 -5.787 -1.201  -0.0094
Cl2 -4.955 -3.934 -2.212  -0.0131
Cl3 -6.380 3.751 7.314  -0.1258
Cl4 -4.043 -7.940 -2.700  -0.0974
Cl5 12.119 -3.466 -3.013  -0.1061
Cl6 1.069 4.152 -7.231  -0.1315
Cl7 0.292 -8.211 3.345  -0.1069
Cl8 5.769 -1.703 -0.841  -0.0549
Cl9 9.118 1.823 -4.978  -0.0906
Cl10 -10.764 3.242 3.331  -0.0799
Cl11 2.525 7.861 0.996  -0.0663
Cl12 5.837 0.868 5.033  -0.0291
Cl13 6.942 -3.938 7.745  -0.1140
Cl14 -5.164 -6.207 -7.578  -0.1217
Cl15 7.073 -4.135 0.040  -0.1035
Cl16 -4.348 2.123 6.053  -0.0706
Cl17 -5.206 -1.504 -3.827  -0.0511
Cl18 -4.965 -4.604 -5.174  0.0549
Cl19 1.059 -9.375 0.808  -0.1167
Cl20 -8.014 -0.584 1.485  -0.0492
Cl21 7.781 4.323 -4.398  -0.1007
Cl22 8.383 -2.159 5.973  -0.0816
Cl23 -1.773 -8.468 -0.980  -0.0600
Cl24 -5.850 1.077 8.290  -0.1072
Cl25 -9.519 3.614 5.914  -0.0324
Cl26 5.223 0.000 2.343  -0.0357
Cl27 6.353 -1.104 7.746  -0.1041
Cl28 7.454 1.784 2.814  -0.1256
Cl29 -7.200 -2.402 3.584  -0.1039
Cl30 -11.623 1.655 5.593  -0.0999
Cl31 1.904 9.616 -2.251  -0.0858
Cl32 5.593 -2.742 5.482  -0.0381
Cl33 0.237 7.717 -3.656  0.0134
Cl34 -12.250 4.478 5.486  -0.1165
Cl35 2.458 4.977 1.124  0.0424
Cl36 0.818 10.292 -4.842  -0.1143
Cl37 7.791 -1.593 1.226  -0.0191
Cl38 -8.976 -0.201 4.197  -0.0002
Cl39 -4.346 -7.823 0.177  -0.1199
Cl40 8.237 3.530 -7.144  -0.1107
Cl41 6.294 2.118 -5.531  -0.0395
Cl42 -5.953 -3.421 -7.620  -0.1106
Cl43 0.947 4.199 -4.344  0.0101
Cl44 -7.153 1.447 5.732  0.0659
Cl45 2.708 -7.328 2.018  -0.0865
Cl46 13.250 -5.226 -1.013  -0.1095
Cl47 3.419 3.499 -5.669  -0.0531
Cl48 -9.928 -2.429 2.615  -0.1071
Cl49 -0.936 10.117 -2.544  -0.1119
Cl50 8.548 -2.181 -1.503  -0.0659
Cl51 4.737 2.735 3.105  -0.0186
Cl52 -6.244 -1.577 -1.132  -0.0071
Cl53 0.121 -6.636 0.924  0.0293
Cl54 -7.555 -3.089 -3.197  -0.0917
Cl55 1.557 6.539 3.387  -0.1134
Cl56 11.074 -3.445 -0.319  -0.0139
Cl57 2.460 6.233 -5.774  -0.1239
Cl58 13.707 -2.372 -0.855  -0.1007
Cl59 4.376 6.452 2.712  -0.1090
Cl60 -3.158 -4.129 -7.380  -0.0992
O1 -1.343 2.402 -2.278  -0.8729
O2 -2.318 -2.188 0.974  -0.6449
O3 -0.305 0.346 -2.480  -0.6264
O4 -2.140 1.985 -0.232  -0.1428
N1 2.364 0.263 -0.672  -0.6015
C1 -1.084 -0.793 -0.603  0.3189
C2 1.972 4.521 -5.749  0.2310
C3 7.294 -2.402 -0.271  0.2379
C4 -3.412 1.987 0.400  -0.4845
C5 6.817 -2.486 6.735  0.3217
C6 -3.247 -7.506 -1.177  0.2668
C7 12.537 -3.628 -1.298  0.3255
C8 -5.931 2.098 6.843  0.2694
C9 -4.810 -4.591 -6.937  0.2723
C10 2.726 6.457 2.057  0.2217
C11 -1.557 0.040 -1.849  0.7433
C12 1.590 1.193 -0.230  1.2082
C13 5.813 1.348 3.327  0.2034
C14 -3.268 1.234 1.779  -0.5563
C15 0.956 2.298 -1.096  -0.7708
C16 -0.781 -3.287 -0.513  -1.2978
C17 -2.166 1.490 -1.571  -0.4657
C18 7.856 2.948 -5.513  0.3413
C19 -11.038 3.248 5.081  0.3078
C20 1.044 -7.886 1.773  0.2512
C21 0.504 9.433 -3.322  0.2843
C22 -5.980 -2.526 -2.603  0.1009
C23 -8.526 -1.402 2.970  0.2552
C24 1.256 1.212 1.306  -1.2539
C25 -1.858 -2.149 -0.405  0.9553
B1 0.001 1.772 -2.357  0.8182
H1 -2.371 0.594 1.681  0.1019
H2 -1.094 -4.189 0.052  0.0113
H3 0.698 0.301 1.612  0.2342
H4 0.339 2.931 -0.425  0.0862
H5 -0.607 -3.614 -1.556  0.3231
H6 -2.252 -0.478 -2.544  0.1200
H7 -3.069 2.016 2.532  0.2101
H8 0.481 2.241 -3.358  -0.5996
H9 2.190 1.308 1.891  0.1516
H10 0.166 -2.957 -0.038  0.4943
H11 -4.164 0.662 2.046  0.2581
H12 -1.140 -0.145 0.297  -0.6936
H13 1.778 2.926 -1.497  0.4143
H14 -1.494 -2.171 1.462  0.3365
H15 -2.687 -2.300 -1.110  -0.1619
H16 -0.008 -1.011 -0.734  0.0931
H17 2.600 -0.294 0.159  0.2188
H18 0.624 2.093 1.519  0.3602
H19 -3.131 1.587 -2.118  0.3566
H20 -3.726 3.041 0.567  0.3485
H21 -4.206 1.519 -0.217  0.2585

Computed properties:
**E**: -787963.3477 eV
**Net charge**: -1
**Orbital gap**: 0.2093 Eh

***

No. 3
Here is C43H26Br2F4ILuN4O9P as an isolated structure at a distorted geometry from the Open Molecules 2025 dataset. Energies are from the ωB97M-V functional and the def2-TZVPD basis.

Last column: Mulliken charge in e.
Cartesian coordinates (Å):
Lu1 1.309 1.481 1.765  2.0276
I1 3.131 7.210 3.176  -0.2681
Br1 -0.598 5.304 -0.873  -0.1014
Br2 -5.370 -2.078 0.373  -0.1437
P1 -2.259 -2.826 0.768  0.3518
F1 -6.733 -2.834 2.828  -0.3105
F2 -6.258 -4.962 4.555  -0.2934
F3 -2.095 -5.623 2.298  -0.3033
F4 -3.966 -6.421 4.279  -0.3037
O1 2.268 0.388 3.211  -0.6328
O2 3.712 -1.112 4.078  -0.7483
O3 2.103 3.303 1.873  -0.6826
O4 3.059 0.883 -2.377  -0.3620
O5 0.762 0.712 -0.229  -0.6189
O6 -0.506 1.380 2.798  -0.7097
O7 0.969 -1.306 -1.170  -0.6062
O8 -2.449 1.605 3.995  -0.7287
O9 3.414 2.797 -1.180  -0.7108
N1 -1.254 3.696 1.386  0.1880
N2 1.804 1.292 -2.952  0.4735
N3 3.540 0.582 0.914  0.2739
N4 3.185 4.801 0.552  -0.1613
C1 5.226 -0.943 1.671  -0.9025
C2 -5.608 -3.511 2.831  0.1866
C3 -0.442 1.546 -4.481  -1.1512
C4 -3.161 -5.332 -2.352  -0.5499
C5 -3.882 4.573 1.369  -0.2884
C6 -4.674 -3.131 1.851  -0.2006
C7 0.818 -0.072 -1.226  0.2482
C8 -0.452 0.642 -3.438  -0.2536
C9 4.021 -0.235 1.867  0.7981
C10 -0.004 -3.078 2.400  -0.6793
C11 -3.449 -3.731 1.788  0.3965
C12 1.863 2.298 -3.888  1.0917
C13 1.827 5.594 2.457  -1.1028
C14 -2.073 3.175 2.283  0.5400
C15 -3.146 -4.871 2.628  0.1925
C16 1.307 -3.362 2.743  -0.4809
C17 -2.540 -2.638 -1.974  -0.2173
C18 0.632 2.548 -4.632  0.4693
C19 0.647 3.660 -5.487  -0.7368
C20 -1.615 1.955 3.132  0.1509
C21 -3.005 5.047 0.401  -0.7374
C22 2.359 4.574 1.589  0.5224
C23 0.683 0.597 -2.585  0.1157
C24 3.532 1.582 -1.290  0.4941
C25 -0.655 -3.537 1.281  0.8163
C26 -2.497 -3.495 -0.913  0.0531
C27 -2.759 -4.851 -1.094  -0.1536
C28 0.045 -4.408 0.416  -0.3352
C29 2.976 3.128 -3.948  -0.7508
C30 1.267 -4.911 0.899  -0.9785
C31 -1.625 4.598 0.489  0.2456
C32 4.096 0.589 -0.277  0.4240
C33 -5.379 -4.636 3.588  0.3338
C34 5.099 -0.321 -0.683  -0.8348
C35 -3.252 -4.491 -3.430  -0.5487
C36 -2.884 -3.136 -3.269  -0.4898
C37 3.291 -0.394 3.172  0.4887
C38 -3.457 3.588 2.269  -0.6097
C39 -4.167 -5.339 3.479  0.1251
C40 1.962 -4.319 1.944  -0.6032
C41 2.831 4.304 -4.687  -0.8286
C42 5.702 -1.052 0.392  -0.3963
C43 1.709 4.581 -5.427  -0.6509
H1 1.322 5.139 3.331  0.3556
H2 -2.884 -2.550 -4.133  0.4844
H3 -3.238 5.921 -0.201  0.3649
H4 -1.359 0.045 -3.361  0.3514
H5 3.470 4.006 -0.026  0.3264
H6 -5.004 4.807 1.404  0.2691
H7 -1.173 1.536 -5.248  0.4655
H8 1.007 6.222 1.949  0.2576
H9 5.731 -1.411 2.536  0.4631
H10 1.757 -2.806 3.606  0.4584
H11 3.641 4.972 -4.719  0.4690
H12 2.843 -4.794 2.389  0.4081
H13 -4.096 3.219 3.083  0.4272
H14 6.543 -1.736 0.235  0.3933
H15 5.438 -0.456 -1.717  0.5077
H16 -2.729 -5.554 -0.282  0.3246
H17 -3.821 -4.783 -4.329  0.3195
H18 -0.288 -4.700 -0.568  0.4756
H19 -0.577 -2.535 3.109  0.5406
H20 -3.489 -6.389 -2.389  0.3211
H21 1.577 5.520 -5.983  0.3600
H22 -2.449 -1.546 -1.860  0.4283
H23 1.735 -5.768 0.446  0.3543
H24 3.776 3.032 -3.248  0.4287
H25 -0.174 3.821 -6.161  0.4107
H26 3.507 5.733 0.215  0.1938

Computed properties:
**E**: -271368.1265 eV
**Net charge**: -1
**Orbital gap (spin up / spin down)**: 0.1439 / 0.2123 Eh

***

Number 1: molar mass 160.26 g mol⁻¹. Number 2: molar mass 2537.44 g mol⁻¹. Number 3: molar mass 1311.35 g mol⁻¹.